Entry 1:
72
Properties=species:S:1:pos:R:3 method="wB97M-V/def2-TZVPD" e_above_lowest_kcal_mol=81.4 homo_lumo_gap_ev=10.16 homo_ha=-0.3617
C 3.45096 -0.74606 1.53668
C 1.89920 -0.63673 2.15053
C 0.99413 0.00384 0.92484
C -0.44704 0.65019 1.44617
O -1.51538 -0.20412 0.90310
S -2.82748 -0.36900 1.97907
O -2.42338 -1.11981 3.29078
O -3.88176 -1.50098 1.18369
F -5.01476 -0.91203 0.85909
H 4.17980 -1.07751 2.40187
H 3.74068 0.35253 1.17291
H 3.43153 -1.52080 0.62951
H 1.86920 -0.01615 3.14511
H 1.51691 -1.74977 2.32683
H 0.71719 -0.88395 0.18744
H 1.61107 0.77484 0.25508
H -0.55069 1.69996 0.88727
H -0.47739 0.80618 2.60566
C -1.75208 -4.91455 1.51085
C -0.37032 -4.46395 1.93717
O -0.04144 -3.23866 1.29924
H -1.79649 -5.04397 0.42449
H -2.01908 -5.86049 1.99040
H -2.50306 -4.16208 1.77280
H 0.37957 -5.20842 1.65392
H -0.32152 -4.31976 3.02082
H -0.70845 -2.58208 1.56385
C 2.57743 -3.37277 -3.09743
C 2.70842 -2.99627 -1.63621
O 2.86204 -1.59029 -1.50953
H 3.45992 -3.04888 -3.65885
H 2.46280 -4.45426 -3.21277
H 1.71259 -2.87630 -3.54950
H 3.58615 -3.47688 -1.19418
H 1.82408 -3.30522 -1.07056
H 2.07369 -1.17308 -1.89742
C 7.22164 -1.58287 0.70460
C 7.19297 -2.12112 2.12006
O 6.17617 -3.10452 2.24449
H 6.25388 -1.14433 0.44001
H 7.99737 -0.82008 0.59304
H 7.41304 -2.38796 -0.01233
H 6.97964 -1.31751 2.83104
H 8.15304 -2.57296 2.38761
H 6.37936 -3.81761 1.61503
C 0.02096 0.13665 -5.49797
C 0.41818 0.69886 -4.14882
O 1.82011 0.56989 -3.96336
H 0.30478 -0.91813 -5.57398
H -1.05784 0.22426 -5.65471
H 0.53865 0.66464 -6.30545
H -0.08425 0.15417 -3.34405
H 0.14943 1.75670 -4.06996
H 2.25710 1.06400 -4.67815
C -5.99833 1.81290 -0.46529
C -6.35875 2.95910 0.45688
O -5.60341 4.11210 0.11558
H -4.92978 1.58437 -0.39561
H -6.56879 0.91473 -0.21246
H -6.20011 2.07677 -1.50858
H -6.13503 2.69954 1.49581
H -7.42315 3.20219 0.38327
H -5.81553 4.33934 -0.80604
C -4.41477 7.16487 1.57040
C -3.23769 7.37782 0.64132
O -2.48623 6.17830 0.52777
H -4.07079 6.85311 2.56205
H -5.00199 8.08183 1.67242
H -5.06606 6.36901 1.19458
H -2.57803 8.15834 1.03175
H -3.57410 7.67713 -0.35604
H -3.07871 5.49369 0.17236

Entry 2:
51
Properties=species:S:1:pos:R:3 method="wB97M-V/def2-TZVPD" e_above_lowest_kcal_mol=0.0 homo_lumo_gap_ev=6.92 homo_ha=-0.2466
Cd 0.22731 1.79279 -1.97626
S 3.69212 4.65546 -1.99457
C 2.45206 3.59353 -2.14292
S 2.71378 1.84811 -2.14154
S 0.78335 4.15610 -2.28666
Cl -3.02539 0.11457 -1.25071
C -3.19838 0.71646 0.37124
C -4.47183 0.87101 0.89084
C -4.62205 1.36124 2.17864
C -3.50654 1.69339 2.93260
C -2.23696 1.53029 2.40094
C -2.05996 1.03102 1.11148
P -0.40874 0.85958 0.36861
C 0.74792 1.57978 1.56133
C 1.14221 0.89545 2.71212
C 2.04894 1.47430 3.58329
C 2.57159 2.73299 3.30619
C 2.18717 3.41352 2.16222
C 1.27542 2.83915 1.28687
C -0.03334 -0.92006 0.43228
C 1.21715 -1.30361 -0.05789
C 1.59470 -2.63609 -0.03064
C 0.72223 -3.59733 0.46829
C -0.52576 -3.22069 0.94079
C -0.90361 -1.88337 0.92686
H -5.32995 0.61523 0.28510
H -5.61536 1.48923 2.58778
H -3.62218 2.08313 3.93483
H -1.36894 1.79876 2.98824
H 0.74786 -0.09281 2.91854
H 2.35706 0.94168 4.47362
H 3.29130 3.17726 3.98161
H 2.60782 4.38239 1.92907
H 0.99590 3.37267 0.38423
H 1.90174 -0.55074 -0.43972
H 2.57560 -2.92298 -0.38832
H 1.01959 -4.63795 0.49466
H -1.20631 -3.96621 1.33136
H -1.87562 -1.59461 1.30757
C 1.54649 -2.94888 -3.93645
N 0.42871 -2.13862 -3.49304
C -0.74536 -2.82986 -2.98627
C 0.49691 -0.81451 -3.48310
O -0.43227 -0.08184 -3.11055
H 1.91849 -3.55649 -3.11000
H 2.34856 -2.30714 -4.29477
H 1.23540 -3.61027 -4.74623
H -1.29193 -3.30260 -3.80399
H -1.38956 -2.11410 -2.48368
H -0.43020 -3.59281 -2.27407
H 1.45283 -0.39550 -3.81983